Record 1
Here is 2 unconnected molecules or ions with the total composition C12H15FNO in a non-equilibrium geometry from OMol25. Energies are from ωB97M-V with the def2-TZVPD basis set.

Calculated values
lowest unoccupied orbital energy	-4.625	eV
total charge	+1
DFT total energy	-695.64679	hartree
energy above the lowest of the compared OMol25 structures with the same formula, charge and spin	3.267	eV
frontier orbital gap	8.545	eV
2S+1	1

Last column: Löwdin charge in e.
Atoms and positions in Å:
C  -3.5792  -0.7044  0.0585  -0.008
C  -2.8508  -1.4038  -0.9265  -0.029
C  -2.8692  0.0909  0.9734  -0.006
C  -1.4576  -1.5083  -0.9712  -0.010
C  -1.4889  -0.0758  1.0213  -0.040
C  -0.9538  -0.7417  -0.0190  0.036
C  -0.3279  2.1325  -0.8235  0.034
C  0.8443  2.0300  -0.3416  -0.356
C  1.6859  -1.7795  -0.0976  -0.428
C  1.6291  3.1664  0.1972  -0.057
C  2.1347  -2.7665  0.9339  0.028
C  1.5307  0.6271  -0.6005  -0.053
N  1.1265  -0.4461  0.3581  -0.047
O  1.6438  -1.9639  -1.2721  0.143
F  1.3578  -0.0625  1.6349  0.072
H  -4.6440  -0.5753  -0.1341  0.125
H  -3.4028  -2.0494  -1.6061  0.129
H  -3.2974  0.6832  1.6697  0.089
H  -1.1205  -2.0854  -1.7640  0.120
H  -1.0274  0.5301  1.7624  0.125
H  -0.6597  1.2883  -1.4018  0.068
H  -0.8954  3.0252  -1.0205  0.094
H  2.2034  2.8431  1.0411  0.062
H  1.1129  4.0772  0.5451  0.099
H  2.4625  3.4522  -0.5339  0.121
H  1.6247  -2.8591  1.9449  0.117
H  3.2313  -2.3747  1.1096  0.150
H  2.1136  -3.7218  0.3840  0.102
H  1.2610  0.2674  -1.6699  0.169
H  2.6125  0.9044  -0.4522  0.151

Record 2
Here is a single C3H3N5O2 molecule in a non-equilibrium geometry from OMol25. Energies are from ωB97M-V with the def2-TZVPD basis set.

Calculated values
lowest unoccupied orbital energy (spin up / spin down)	-1.400 / -1.400	eV
total charge	0
DFT total energy	-540.09109	hartree
energy above the lowest of the compared OMol25 structures with the same formula, charge and spin	5.024	eV
frontier orbital gap (spin up / spin down)	7.970 / 7.970	eV
2S+1	1

Last column: Löwdin charge in e.
Atoms and positions in Å:
C  -1.6163  0.9132  -0.1984  -0.215
C  1.7255  0.0401  -0.0398  0.106
C  3.1380  -0.1514  0.1661  -0.237
N  -0.3535  1.2760  -0.1568  0.058
N  0.6549  0.5232  -0.1092  0.070
N  3.6947  -1.2537  0.2797  0.128
N  -2.1864  -0.1786  -0.3780  0.137
N  -3.3401  -0.6468  -0.1197  -0.516
O  -4.0335  -1.1075  -0.9782  0.067
O  -3.7135  -0.7086  1.0425  0.041
H  -2.2096  1.8723  -0.1285  0.152
H  3.5237  0.8452  0.2998  0.116
H  4.7163  -1.4235  0.3205  0.093

Which value of energy above the lowest of the compared OMol25 structures with the same formula, charge and spin does entry 2 give?
5.024 eV